[1]
Below is a 5-piece molecular cluster, C30H61ClNO15P2S overall in a non-equilibrium geometry, with properties calculated with wB97M-V/def2-TZVPD.

XYZ file:
```
111
Properties=species:S:1:pos:R:3:forces:R:3:lowdin_charge:R:1
C -0.433037 -6.014781 -2.115646 0.4 0.2 -0.4 0.0309
C -0.809403 -4.602168 -1.762697 -0.2 0.2 -0.1 -0.5410
O -1.921094 -4.160906 -1.910359 0.0 -0.1 0.3 0.0887
O 0.221357 -3.865576 -1.302882 -0.1 -0.5 0.5 -0.0129
C -0.041318 -3.079199 -0.108032 -0.1 0.4 -0.2 -0.1680
C 0.432410 -1.662151 -0.343480 0.4 0.2 0.3 -0.1576
C 0.555854 -0.781591 0.932458 -0.2 -0.5 0.0 -0.1898
C 0.023015 -1.393499 2.231612 -0.3 0.6 0.3 -0.2169
C 0.260641 -0.449938 3.440643 0.2 -0.5 -0.4 -0.2028
C 0.956936 -1.138897 4.620719 -0.3 0.6 0.6 -0.2167
C 1.829978 -0.156718 5.437272 0.5 -0.5 -0.6 -0.2620
C 3.331755 -0.294347 5.102569 -0.1 0.2 0.1 -0.3242
P 4.375952 -0.965891 6.536865 -0.4 1.4 -0.3 0.4410
C 5.562544 0.538130 6.679105 0.6 -0.4 0.4 -0.4257
C 6.825255 0.504125 5.835824 -0.3 0.5 -0.1 -0.7170
C 6.634507 0.254148 4.354318 0.4 -0.2 -0.1 -0.1571
Cl 7.625507 2.181485 5.985539 0.2 -0.2 0.0 0.5307
N 3.172196 -2.488993 6.598786 0.1 -0.4 0.0 -0.0691
C 3.425935 -3.446389 5.917729 -0.3 0.3 0.1 -0.5180
O 3.636422 -4.370706 5.216726 0.0 -0.3 -0.1 0.0716
P 5.528814 -1.995265 8.279087 0.9 -0.6 -0.6 0.2216
S 7.262176 -2.733125 7.621970 0.0 0.1 0.1 -0.0733
H -1.155443 -6.708657 -1.696133 -0.1 0.0 0.0 0.0926
H 0.573916 -6.253548 -1.787286 0.0 0.0 0.1 0.0851
H -0.453853 -6.101079 -3.203061 -0.1 -0.1 0.0 0.0709
H -1.103634 -3.110854 0.126809 0.0 -0.1 -0.1 0.1244
H 0.505996 -3.564859 0.696515 0.1 0.0 0.0 0.1243
H 1.420783 -1.744963 -0.798773 0.0 0.1 -0.1 0.1117
H -0.219416 -1.167921 -1.062733 0.0 -0.2 -0.1 0.1125
H -0.012316 0.134296 0.767777 0.2 0.2 0.0 0.1081
H 1.602204 -0.522283 1.096722 0.0 0.1 -0.1 0.1096
H -1.056500 -1.535181 2.127413 0.0 -0.3 0.0 0.1100
H 0.486439 -2.352137 2.455026 0.0 -0.1 -0.1 0.0955
H 0.881939 0.383010 3.099973 0.0 0.1 0.0 0.0994
H -0.694983 -0.033207 3.760274 0.0 0.2 0.1 0.1060
H 1.563493 -1.972697 4.272393 0.1 0.0 0.0 0.0867
H 0.211968 -1.553349 5.305290 -0.1 -0.2 -0.2 0.1069
H 1.534440 0.862434 5.184132 -0.2 0.1 0.3 0.0922
H 1.690419 -0.321795 6.506314 -0.1 0.1 0.0 0.0705
H 3.713026 0.680338 4.792188 0.2 0.0 0.1 0.0530
H 3.491804 -0.965434 4.253729 -0.1 -0.1 0.0 0.0755
H 5.264529 -1.704977 5.690489 0.0 -0.2 0.2 -0.0110
H 3.519343 -0.350439 7.529554 0.0 -0.2 0.0 0.0091
H 5.897894 0.573327 7.721642 -0.1 0.1 0.0 0.0363
H 5.031079 1.477419 6.521335 -0.3 -0.1 -0.2 0.0587
H 7.557881 -0.171613 6.263885 0.0 -0.1 0.0 0.0406
H 7.520081 0.568660 3.802358 0.0 0.0 0.0 0.0568
H 6.535287 -0.819963 4.193976 -0.2 0.0 0.0 0.0698
H 5.770087 0.772294 3.945635 -0.1 0.0 0.1 0.0652
H 5.768109 -1.094886 9.343981 -0.4 -0.1 0.2 -0.0833
H 4.808943 -3.080662 8.816294 -0.2 0.4 0.4 -0.0891
C -2.183776 -3.655889 -5.073441 -0.2 0.2 -0.4 -0.0466
C -1.594347 -4.868485 -5.752870 0.2 0.0 0.4 -0.2002
O -2.198668 -5.112068 -7.038817 0.0 0.0 -0.1 0.0416
C -1.797760 -4.314779 -8.022265 0.0 0.0 0.0 -0.6158
O -0.972776 -3.440412 -7.948647 0.0 0.0 0.0 0.1201
O -2.469446 -4.651041 -9.129391 0.0 0.0 0.0 0.0001
C -2.180486 -3.830103 -10.261907 0.0 0.0 -0.2 -0.0431
H -3.268718 -3.750950 -5.007686 0.0 -0.1 0.1 0.0909
H -1.788591 -3.532051 -4.071382 0.0 -0.1 0.0 0.0565
H -1.964142 -2.752789 -5.642094 0.1 0.0 0.0 0.0665
H -1.799230 -5.766848 -5.173645 -0.1 -0.1 -0.1 0.1153
H -0.512897 -4.782064 -5.864713 0.0 0.1 -0.1 0.1262
H -1.110528 -3.791357 -10.453847 0.0 0.0 0.1 0.0956
H -2.565364 -2.822528 -10.108122 0.1 0.0 0.0 0.0900
H -2.687882 -4.287213 -11.106622 0.0 -0.1 0.1 0.0925
C 4.975937 4.676858 13.244921 -0.1 0.1 -0.2 -0.0704
C 5.562327 3.374856 12.740933 0.1 0.0 0.3 -0.2191
O 5.197390 3.113189 11.381726 0.0 0.0 0.0 0.0347
C 5.873264 3.811427 10.462828 0.0 -0.1 0.0 -0.6102
O 6.754657 4.602424 10.690356 0.0 0.0 0.0 0.1154
O 5.409442 3.475129 9.267447 0.0 0.0 0.0 0.0098
C 6.004001 4.180142 8.170215 -0.1 0.2 -0.1 -0.0639
H 3.894061 4.684875 13.104536 0.0 -0.1 0.1 0.0796
H 5.194278 4.803578 14.305966 0.0 0.0 0.0 0.0760
H 5.390529 5.526024 12.703602 0.1 0.0 0.0 0.0724
H 5.161530 2.535982 13.307611 0.0 -0.1 -0.1 0.1210
H 6.647548 3.359389 12.841862 0.0 0.1 -0.1 0.1225
H 7.085915 4.095734 8.193399 0.0 0.0 0.1 0.0751
H 5.703032 5.228193 8.197235 0.1 0.0 0.1 0.0962
H 5.630537 3.715968 7.266106 -0.1 -0.1 0.1 0.0522
C -3.846702 3.310294 -4.390093 0.2 -0.1 -0.1 -0.0631
C -5.210974 2.792325 -4.790628 -0.1 0.3 0.2 -0.2037
O -5.166568 2.055888 -6.027091 0.2 -0.3 0.1 0.0100
C -4.668352 0.818679 -5.908805 0.1 0.1 0.1 -0.6019
O -4.296489 0.302156 -4.889099 0.0 0.0 0.0 0.1336
O -4.643703 0.249692 -7.114659 -0.1 0.1 -0.1 -0.0105
C -4.060485 -1.057344 -7.135636 0.1 -0.2 -0.1 -0.0288
H -3.411467 3.898828 -5.198933 -0.1 0.1 0.0 0.0820
H -3.929553 3.938751 -3.503475 0.0 0.0 0.0 0.0812
H -3.165597 2.490650 -4.167604 0.0 0.0 0.1 0.0754
H -5.887584 3.623025 -4.984372 0.0 -0.1 -0.1 0.1232
H -5.651829 2.173479 -4.010134 0.1 -0.1 0.0 0.1245
H -4.536616 -1.713996 -6.411450 0.0 0.1 0.1 0.0957
H -2.991182 -0.996224 -6.941235 0.0 0.0 0.1 0.0950
H -4.220991 -1.449442 -8.136527 0.0 0.1 0.0 0.0918
C -6.784538 2.275755 -8.704462 -0.5 0.1 -0.2 -0.0546
C -6.370346 3.005424 -9.960866 0.3 -0.1 0.2 -0.1972
O -7.499295 3.411572 -10.759749 0.0 0.0 0.0 0.0383
C -8.152443 4.482781 -10.323955 0.0 0.0 0.0 -0.6138
O -7.873462 5.152754 -9.362898 0.0 0.0 0.0 0.1202
O -9.181084 4.706083 -11.149247 0.0 0.0 0.0 0.0007
C -10.013891 5.800715 -10.764808 -0.1 0.1 -0.1 -0.0452
H -7.431140 1.431359 -8.953107 0.1 0.0 0.0 0.0896
H -5.915860 1.907815 -8.181863 0.1 0.0 0.0 0.0457
H -7.340163 2.930756 -8.033983 0.1 0.1 0.0 0.0808
H -5.793699 2.346274 -10.607368 -0.1 0.0 -0.1 0.1225
H -5.752520 3.874419 -9.734934 -0.1 0.1 0.0 0.1247
H -9.428020 6.706015 -10.621475 0.0 0.0 0.1 0.0940
H -10.555637 5.560989 -9.850897 0.1 0.0 0.0 0.0974
H -10.719567 5.946321 -11.577779 0.0 -0.1 0.0 0.0911
```
Positions in Å, forces in eV/Å.

DFT total energy: -106239.20529 eV
HOMO level: -4.50 eV
frontier orbital gap: 6.0641 eV
net charge: -1
maximum force: 1.44 eV/Å
lowest unoccupied orbital energy: 1.56 eV


[2]
Below is one molecule with the formula C3H6O4 in a non-equilibrium geometry, with properties calculated with wB97M-V/def2-TZVPD.

XYZ file:
```
13
Properties=species:S:1:pos:R:3:forces:R:3:nbo_charge:R:1
C -0.793029 -1.492696 -0.144555 -0.1 1.3 1.1 0.3132
C 1.668073 1.358020 0.071204 0.0 0.0 0.0 -0.2667
C -0.088508 -0.162937 -0.239089 -0.1 -0.2 -1.6 0.8043
O 1.158576 0.002439 0.066769 -0.4 0.3 0.2 -0.4416
O -0.958703 -0.965279 1.421263 0.0 -0.5 -0.7 -0.7930
O -1.874194 -1.447479 -0.842804 0.2 0.4 0.0 -0.7489
O -0.804031 0.711055 -0.841185 -0.1 -0.6 0.4 -0.6457
H -1.674759 0.005554 -1.128351 0.9 -0.4 0.7 0.5179
H -1.869127 -0.637468 1.442184 0.0 -0.1 -0.1 0.4710
H -0.172191 -2.383958 -0.045629 -0.2 0.0 0.0 0.1744
H 1.497813 1.831304 -0.896845 0.0 -0.1 0.1 0.2039
H 2.731059 1.261397 0.270768 -0.1 0.0 0.0 0.2084
H 1.179023 1.920048 0.866269 0.0 0.0 -0.1 0.2028
```
Positions in Å, forces in eV/Å.

DFT total energy: -11396.18748 eV
HOMO level: -9.95 eV
ΔE to the lowest compared entry with this formula, charge and spin: 241.8 kJ/mol
frontier orbital gap: 10.6016 eV
net charge: 0
maximum force: 1.72 eV/Å
lowest unoccupied orbital energy: 0.65 eV